# 1
{
  "formula": "C17H27N3O4S",
  "method": "the ωB97M-V functional and the def2-TZVPD basis",
  "elements": ["C", "H", "H", "H", "C", "N", "C", "C", "H", "H", "C", "H", "H", "C", "C", "N", "C", "O", "C", "C", "C", "C", "N", "H", "H", "C", "C", "O", "C", "H", "H", "H", "H", "S", "O", "O", "C", "C", "H", "H", "H", "H", "H", "H", "H", "H", "H", "H", "H", "H", "H", "H"],
  "positions_angstrom": [[-5.747, -1.303, 0.019], [-4.777, -1.928, -0.292], [-5.767, -1.178, 0.986], [-6.618, -1.800, -0.538], [-5.597, -0.064, -0.759], [-4.583, 0.698, 0.118], [-4.634, 2.111, 0.144], [-3.710, 2.612, -1.363], [-4.316, 2.467, -2.252], [-3.291, 3.572, -1.228], [-2.619, 1.767, -1.112], [-1.845, 2.069, -0.641], [-2.145, 1.092, -2.216], [-3.179, 0.459, -0.347], [-2.374, -0.061, 0.709], [-1.126, -0.551, 0.586], [0.104, 0.030, 0.738], [0.023, 1.223, 1.325], [1.454, -0.297, 0.137], [2.367, 0.537, 0.134], [3.605, 0.078, -0.466], [3.804, -1.177, -0.440], [5.172, -1.588, -0.842], [5.202, -2.573, -1.123], [5.792, -0.815, -1.512], [2.954, -2.158, -0.431], [1.615, -1.957, -0.034], [0.612, -2.486, 0.114], [0.736, -4.069, 0.148], [1.618, -4.402, 0.813], [1.115, -4.202, -1.031], [-0.161, -4.537, 0.160], [3.112, -3.184, -0.579], [4.916, 1.186, -0.557], [5.876, 0.788, -1.509], [4.391, 2.804, -0.723], [5.796, 1.324, 0.918], [4.799, 1.826, 2.409], [5.278, 1.960, 3.121], [4.284, 2.899, 1.936], [4.052, 1.033, 2.414], [6.487, 2.050, 1.219], [6.008, 0.256, 1.289], [2.164, 1.400, 0.207], [-1.096, -1.341, -0.089], [-2.740, -0.890, 1.375], [-2.139, 0.708, 1.534], [-3.156, -0.641, -1.013], [-4.048, 2.728, 0.780], [-5.695, 2.684, -0.031], [-5.462, 0.122, -1.749], [-6.511, 0.720, -0.453]],
  "forces_ev_per_angstrom": [[0.961, -3.987, -8.975], [-2.012, 0.789, 1.004], [-0.596, 0.717, 4.956], [0.954, -0.112, 1.616], [-2.006, 6.067, 6.826], [1.891, 0.177, -1.140], [-2.400, 3.525, -5.002], [-2.962, 0.467, 2.202], [0.141, 0.049, 0.049], [-0.581, 1.734, -0.244], [-2.042, -9.551, -6.135], [5.197, 2.571, 3.211], [-1.034, 2.464, 3.007], [-1.156, -3.032, -3.256], [-0.397, 1.918, 8.355], [6.084, -4.194, -4.723], [-1.859, 7.802, 1.794], [0.986, -4.417, -1.745], [-8.231, -10.017, 2.269], [7.909, -6.555, -3.868], [-1.657, 7.113, 2.870], [9.218, -3.394, -4.179], [0.339, 1.148, -1.066], [0.052, 0.763, 0.080], [-2.534, -2.839, 2.445], [-7.325, -5.153, 2.101], [12.521, 13.484, -2.343], [-10.289, -10.395, 2.446], [5.469, 2.348, -4.295], [-1.892, 0.786, -0.714], [-0.814, -0.098, 3.167], [-2.837, -0.857, 0.912], [1.524, -1.178, -0.430], [-2.624, 10.103, 0.980], [1.857, -0.797, -2.712], [1.323, -6.949, 0.491], [-2.767, -2.896, 6.220], [-9.325, -0.068, -17.085], [8.317, 1.949, 11.627], [1.384, -3.234, 1.711], [-0.097, 0.376, 0.616], [1.609, 0.924, -1.420], [0.417, 1.548, -0.950], [-2.286, 12.023, 1.648], [0.093, 0.596, 0.868], [-1.672, 0.846, -1.041], [-1.049, -0.241, -1.003], [-0.628, 3.113, 0.600], [0.391, -0.468, 1.510], [2.269, -1.952, 0.858], [0.696, -0.656, -2.959], [1.469, -2.358, -1.153]],
  "de_lowest_kj_mol": 1986.4,
  "max_force_ev_per_a": 19.46,
  "total_energy_ha": -1526.6984,
  "e_lumo_ev": -0.0891,
  "e_homo_ev": -8.5
}

# 2
{
  "formula": "C17H27N4O2SSn",
  "method": "the ωB97M-V functional and the def2-TZVPD basis",
  "elements": ["Sn", "C", "C", "N", "C", "C", "C", "S", "N", "C", "O", "C", "C", "C", "C", "C", "C", "H", "H", "H", "H", "H", "H", "H", "H", "H", "H", "H", "H", "H", "H", "H", "C", "N", "C", "C", "O", "N", "C", "C", "H", "H", "H", "H", "H", "H", "H", "H", "H", "H", "H", "H"],
  "positions_angstrom": [[0.232, 0.218, 2.509], [-3.534, -1.329, -3.037], [-2.341, -0.624, -2.408], [-1.831, -1.316, -1.212], [-1.294, -2.660, -1.427], [0.146, -2.625, -1.914], [-1.795, -0.703, -0.038], [-1.108, -1.571, 1.333], [-2.392, 0.482, 0.077], [-2.027, 1.473, 0.838], [-0.842, 1.606, 1.346], [-2.997, 2.553, 1.093], [-2.595, 3.701, 1.773], [-3.509, 4.707, 2.030], [-4.826, 4.570, 1.617], [-5.232, 3.427, 0.939], [-4.320, 2.421, 0.673], [-3.995, -0.662, -3.764], [-4.281, -1.570, -2.282], [-3.260, -2.241, -3.564], [-2.619, 0.379, -2.105], [-1.514, -0.539, -3.117], [-1.940, -3.151, -2.153], [-1.374, -3.222, -0.499], [0.237, -2.098, -2.863], [0.513, -3.640, -2.061], [0.784, -2.128, -1.181], [-1.567, 3.800, 2.090], [-3.196, 5.600, 2.553], [-5.540, 5.356, 1.822], [-6.259, 3.323, 0.619], [-4.622, 1.529, 0.143], [4.765, -2.539, 0.504], [3.519, -1.883, 0.884], [2.472, -2.741, 1.446], [3.254, -0.559, 0.894], [2.157, -0.210, 1.425], [4.057, 0.405, 0.392], [3.657, 1.803, 0.527], [5.356, 0.319, -0.262], [4.681, -3.589, 0.765], [5.618, -2.138, 1.051], [4.947, -2.485, -0.569], [2.747, -3.777, 1.282], [1.514, -2.555, 0.962], [2.358, -2.580, 2.521], [2.663, 1.887, 0.944], [3.675, 2.274, -0.456], [4.365, 2.327, 1.173], [5.693, -0.688, -0.435], [6.102, 0.837, 0.346], [5.295, 0.826, -1.227]],
  "forces_ev_per_angstrom": [[0.046, -0.042, 0.136], [-0.007, 0.025, 0.008], [-0.028, 0.042, -0.023], [-0.005, 0.075, -0.017], [0.055, -0.092, 0.014], [-0.006, -0.009, 0.027], [0.079, 0.062, 0.024], [-0.114, -0.010, 0.017], [-0.071, -0.226, 0.007], [0.199, -0.048, -0.034], [0.208, 0.019, 0.011], [-0.033, 0.076, 0.014], [0.016, -0.029, -0.003], [-0.011, 0.031, 0.010], [-0.016, -0.003, -0.005], [0.000, 0.004, -0.001], [0.021, 0.024, 0.004], [0.001, 0.006, -0.029], [-0.026, 0.008, 0.019], [0.003, -0.034, 0.006], [0.032, -0.016, -0.006], [-0.036, -0.018, -0.003], [0.037, 0.012, -0.006], [-0.010, 0.010, -0.072], [-0.006, 0.018, -0.026], [0.014, -0.032, -0.004], [0.004, 0.013, 0.010], [0.011, -0.003, 0.005], [0.006, 0.019, 0.014], [-0.009, 0.009, 0.000], [-0.018, -0.003, -0.005], [-0.007, -0.025, -0.010], [0.089, -0.002, 0.026], [-0.020, -0.125, -0.042], [-0.101, 0.003, 0.007], [0.071, 0.061, 0.013], [-0.440, 0.226, -0.089], [-0.042, 0.029, 0.043], [-0.057, 0.043, 0.046], [0.066, -0.055, -0.063], [0.013, 0.022, 0.016], [-0.001, 0.012, -0.040], [0.004, -0.028, 0.011], [0.023, -0.010, -0.024], [0.078, -0.025, 0.063], [0.008, 0.000, -0.029], [0.021, 0.011, -0.021], [-0.010, 0.000, 0.008], [-0.009, -0.003, -0.001], [-0.016, 0.005, -0.013], [-0.011, -0.021, -0.015], [0.007, -0.006, 0.020]],
  "de_lowest_kj_mol": 28.5,
  "max_force_ev_per_a": 0.50,
  "total_energy_ha": -1645.8409,
  "charge": 1,
  "e_lumo_ev": -2.7100,
  "e_homo_ev": -11.6
}

# 3
{
  "formula": "C17H27N4Zn",
  "method": "the ωB97M-V functional and the def2-TZVPD basis",
  "elements": ["Zn", "C", "C", "N", "C", "C", "C", "C", "C", "C", "C", "N", "C", "C", "N", "N", "H", "H", "H", "H", "H", "H", "H", "H", "H", "H", "H", "H", "H", "H", "H", "H", "H", "H", "C", "C", "C", "C", "C", "C", "H", "H", "H", "H", "H", "H", "H", "H", "H"],
  "positions_angstrom": [[-0.183, 0.399, -0.560], [0.945, 2.576, -2.133], [2.083, 1.582, -2.019], [1.982, 0.618, -0.900], [2.625, 1.054, 0.379], [1.674, 1.506, 1.441], [2.083, 1.976, 2.677], [1.172, 2.372, 3.595], [-0.173, 2.275, 3.259], [-0.542, 1.843, 2.013], [-1.981, 1.727, 1.534], [-2.121, 1.188, 0.190], [-2.580, 2.136, -0.867], [-1.480, 2.821, -1.670], [-0.374, 1.879, -2.002], [0.399, 1.506, 1.070], [1.014, 3.240, -3.030], [0.943, 3.243, -1.235], [3.055, 2.109, -2.033], [2.145, 0.927, -2.951], [2.418, -0.285, -1.198], [3.353, 1.855, 0.148], [3.238, 0.187, 0.672], [3.099, 2.013, 2.940], [1.525, 2.813, 4.485], [-0.913, 2.653, 3.981], [-2.462, 2.709, 1.691], [-2.496, 1.059, 2.236], [-2.741, 0.390, 0.259], [-3.205, 2.899, -0.407], [-3.211, 1.534, -1.548], [-0.999, 3.544, -1.007], [-1.843, 3.489, -2.538], [-0.671, 1.515, -2.926], [-1.684, -4.553, -0.918], [-0.341, -4.106, -0.269], [-0.373, -4.098, 1.297], [0.828, -4.823, -0.929], [-0.136, -2.673, -0.558], [-0.260, -1.463, -0.879], [-1.840, -5.619, -0.759], [-1.678, -4.401, -2.019], [-2.537, -4.109, -0.365], [-0.460, -5.182, 1.680], [-1.161, -3.476, 1.763], [0.548, -3.663, 1.695], [0.879, -5.844, -0.503], [1.774, -4.367, -0.773], [0.663, -4.977, -2.012]],
  "forces_ev_per_angstrom": [[-0.078, -0.203, -0.245], [-0.738, 0.598, 1.033], [1.047, -1.314, -1.741], [0.960, 0.252, 0.096], [1.194, -0.566, -1.399], [-0.280, 0.140, -0.727], [0.260, -0.579, -0.652], [-1.029, 0.030, -0.830], [-0.694, 0.859, 1.082], [0.645, -0.295, -1.701], [0.000, 0.270, 1.122], [-0.058, 0.582, -0.305], [-0.865, -0.941, -0.440], [0.823, 1.201, 0.474], [-0.875, 0.701, -2.139], [-0.785, 0.035, 2.153], [0.030, -0.712, 0.588], [0.339, -0.306, -0.660], [-0.393, 0.006, 0.219], [-0.375, 0.893, 0.961], [-0.817, 1.151, 0.424], [-0.252, -0.171, 0.268], [-0.298, 0.427, 0.504], [1.291, -0.008, 0.004], [0.011, 0.253, 1.127], [0.180, -0.445, -0.485], [0.040, -0.235, -0.392], [0.101, 0.079, -0.122], [0.035, 0.156, -0.425], [-0.189, 0.134, -0.146], [0.198, 0.347, 0.288], [-0.135, 0.165, 0.173], [0.273, -1.469, 1.095], [0.723, -0.250, 0.683], [-0.007, -0.226, 0.653], [-0.262, 1.733, 0.009], [0.081, -2.081, 0.389], [-0.792, -2.262, 0.150], [-1.415, 3.707, -1.577], [0.418, -3.973, 1.210], [0.295, -0.295, -0.003], [-0.194, 0.296, 0.855], [0.446, 0.238, -0.782], [0.072, 1.599, -0.383], [0.027, -0.467, -0.735], [0.145, -0.293, -0.189], [0.125, 0.266, -0.190], [0.748, 0.576, 0.198], [0.023, 0.395, 0.509]],
  "max_force_ev_per_a": 4.27,
  "total_energy_ha": -2662.0913,
  "charge": 1,
  "e_lumo_ev": -2.6184,
  "e_homo_ev": -11.0
}

# 4
{
  "formula": "C17H27N6O2",
  "method": "the ωB97M-V functional and the def2-TZVPD basis",
  "elements": ["O", "O", "N", "C", "C", "C", "C", "C", "C", "C", "C", "C", "C", "N", "N", "N", "N", "N", "C", "C", "C", "C", "C", "C", "C", "H", "H", "H", "H", "H", "H", "H", "H", "H", "H", "H", "H", "H", "H", "H", "H", "H", "H", "H", "H", "H", "H", "H", "H", "H", "H", "H"],
  "positions_angstrom": [[-2.395, -3.339, -1.123], [-1.391, -4.049, 3.783], [2.536, 1.030, 0.497], [-2.155, -3.474, 0.064], [-0.648, -3.961, 2.818], [-2.378, -0.009, 0.706], [-1.505, -0.256, 1.732], [-0.974, 1.701, 0.845], [1.842, 0.060, -0.119], [2.692, 2.205, -0.149], [1.201, 0.263, -1.344], [1.306, 1.499, -1.984], [2.079, 2.499, -1.388], [-2.031, 1.214, 0.160], [0.112, -5.005, 2.472], [2.269, 3.748, -2.000], [-1.065, -2.884, 0.561], [-0.632, 0.817, 1.805], [-3.111, -4.262, 0.940], [1.048, -5.116, 1.350], [1.957, 5.281, -3.866], [0.468, 5.365, -1.846], [1.253, 4.460, -2.791], [-1.464, -1.513, 2.578], [-0.649, -2.676, 1.961], [-3.174, -0.668, 0.371], [-0.441, 2.623, 0.620], [1.757, -0.909, 0.364], [3.297, 2.973, 0.323], [0.649, -0.548, -1.808], [0.844, 1.648, -2.955], [-2.483, 1.655, -0.638], [0.014, -5.808, 3.077], [3.030, 4.327, -1.640], [-0.491, -2.464, -0.154], [0.165, 0.895, 2.431], [-3.427, -3.677, 1.798], [-3.989, -4.528, 0.351], [-2.629, -5.179, 1.275], [0.503, -5.185, 0.406], [1.648, -6.022, 1.465], [1.724, -4.260, 1.321], [1.226, 5.827, -4.469], [2.529, 4.624, -4.528], [2.645, 6.003, -3.415], [-0.031, 4.769, -1.077], [-0.292, 5.923, -2.400], [1.135, 6.080, -1.354], [0.565, 3.767, -3.282], [-1.042, -1.269, 3.555], [-2.490, -1.838, 2.756], [0.391, -2.354, 1.942]],
  "forces_ev_per_angstrom": [[0.075, 0.010, -0.374], [0.000, 0.569, 0.038], [0.215, 0.425, -0.707], [-1.928, -0.627, -0.831], [-1.411, 0.046, 0.612], [0.503, -0.161, 0.544], [-0.394, -1.019, -0.243], [0.061, -0.298, -0.151], [-0.300, 0.640, -0.395], [-0.723, -0.877, 0.094], [0.251, 0.282, 0.082], [-0.092, -0.512, 0.289], [0.212, 1.081, -0.357], [0.809, -0.069, 0.927], [1.021, -0.332, -0.803], [0.259, -1.059, 0.166], [1.877, 0.335, 1.535], [-1.025, 0.361, -1.126], [0.288, 0.177, -0.090], [-0.331, 0.061, 0.056], [-0.073, -0.222, -0.215], [-0.356, 0.045, -0.246], [0.547, 0.509, 0.439], [0.202, 0.200, 0.472], [0.012, 0.166, -0.878], [0.184, 0.492, -0.160], [-0.214, -0.316, 0.100], [0.161, 0.092, 0.198], [-0.012, -0.135, 0.166], [0.037, 0.061, -0.009], [0.063, 0.027, 0.145], [0.252, -0.022, 0.327], [-0.094, 0.174, 0.027], [-0.594, -0.329, -0.090], [-0.019, 0.054, -0.039], [-0.141, 0.136, -0.251], [0.047, -0.122, 0.271], [0.223, 0.116, -0.055], [-0.006, -0.009, 0.233], [0.152, 0.022, -0.007], [-0.136, 0.214, 0.091], [0.016, -0.057, -0.036], [0.129, -0.012, 0.102], [-0.055, 0.138, 0.084], [-0.072, -0.034, -0.031], [-0.007, 0.062, 0.035], [0.025, 0.010, 0.143], [-0.066, -0.084, -0.061], [0.251, -0.171, 0.192], [-0.108, -0.084, 0.063], [0.093, 0.006, 0.020], [0.186, 0.040, -0.296]],
  "max_force_ev_per_a": 2.45,
  "total_energy_ha": -1142.8197,
  "charge": 1,
  "e_lumo_ev": -2.8854,
  "e_homo_ev": -11.0
}